(1)
The following is a quantum chemistry calculation of a cluster of 10 separate species, H20O10 in total at a distorted geometry, from OMol25.

Calculated values
SMILES: O.O.O.O.O.O.O.O.O.O
Energy relative to the best compared isomer or geometry (same formula, charge and spin), kJ/mol: 270.58
Gap between HOMO and LUMO, eV: 10.343
Net charge: 0

Positions of all 30 atoms, in Å:
O (-11.76, -15.25, -0.97)
H (-11.72, -15.49, -1.88)
H (-11.22, -14.47, -0.95)
O (-15.17, -13.15, -3.68)
H (-14.69, -12.69, -4.43)
H (-14.91, -14.02, -3.90)
O (-16.66, -10.98, -3.16)
H (-16.95, -10.84, -2.28)
H (-16.38, -11.90, -3.17)
O (-13.72, -9.64, -0.62)
H (-14.31, -9.97, 0.04)
H (-13.28, -10.40, -0.98)
O (-13.66, -12.92, -1.33)
H (-14.08, -12.91, -2.23)
H (-13.19, -13.74, -1.09)
O (-12.00, -11.28, -2.25)
H (-12.54, -10.63, -2.74)
H (-12.63, -11.88, -1.86)
O (-15.22, -11.82, 0.72)
H (-14.61, -11.59, 1.36)
H (-14.74, -12.20, 0.03)
O (-11.97, -15.45, 1.57)
H (-12.58, -14.86, 2.03)
H (-12.28, -15.75, 0.69)
O (-10.23, -13.03, -1.36)
H (-10.84, -12.36, -1.63)
H (-9.98, -12.83, -0.46)
O (-14.27, -10.28, -3.53)
H (-15.13, -10.64, -3.20)
H (-14.36, -10.10, -4.48)

(2)
The following is a quantum chemistry calculation of a cluster of 10 separate species, H20O10 in total at a distorted geometry, from OMol25.

Calculated values
SMILES: O.O.O.O.O.O.O.O.O.O
Energy relative to the best compared isomer or geometry (same formula, charge and spin), kJ/mol: 250.26
Gap between HOMO and LUMO, eV: 10.434
Net charge: 0

Positions of all 30 atoms, in Å:
O (16.11, -7.94, 11.21)
H (16.65, -8.56, 11.71)
H (15.21, -8.23, 11.37)
O (16.79, -10.34, 12.79)
H (17.19, -11.19, 12.99)
H (16.14, -10.54, 12.11)
O (20.16, -9.34, 13.84)
H (20.61, -10.04, 13.38)
H (20.86, -8.76, 14.15)
O (18.93, -10.56, 10.55)
H (19.85, -10.42, 10.79)
H (18.44, -9.95, 11.11)
O (22.92, -9.07, 10.72)
H (22.61, -9.95, 10.51)
H (23.23, -9.13, 11.62)
O (15.28, -11.12, 10.74)
H (16.18, -11.42, 10.59)
H (14.98, -10.85, 9.87)
O (19.16, -7.60, 12.02)
H (19.59, -8.25, 12.58)
H (18.92, -6.89, 12.62)
O (16.52, -8.78, 8.73)
H (16.53, -7.92, 8.31)
H (16.39, -8.58, 9.66)
O (19.30, -13.17, 9.13)
H (18.79, -13.77, 9.67)
H (18.99, -12.30, 9.39)
O (21.61, -11.43, 11.60)
H (22.09, -12.06, 12.14)
H (21.18, -11.96, 10.94)

(3)
The following is a quantum chemistry calculation of a cluster of 10 separate species, H20O10 in total at a distorted geometry, from OMol25.

Calculated values
SMILES: O.O.O.O.O.O.O.O.O.O
Energy relative to the best compared isomer or geometry (same formula, charge and spin), kJ/mol: 306.89
Gap between HOMO and LUMO, eV: 9.780
Net charge: 0

Positions of all 30 atoms, in Å:
O (-12.85, -21.34, -9.65)
H (-13.64, -21.88, -9.48)
H (-12.50, -21.20, -8.74)
O (-13.28, -25.42, -9.61)
H (-13.83, -24.77, -10.02)
H (-13.92, -26.14, -9.38)
O (-15.48, -19.67, -9.46)
H (-14.64, -19.17, -9.32)
H (-15.83, -19.89, -8.59)
O (-17.90, -22.67, -7.92)
H (-18.71, -22.90, -7.42)
H (-17.17, -22.95, -7.39)
O (-13.04, -23.05, -6.34)
H (-13.64, -22.45, -6.74)
H (-13.11, -23.88, -6.78)
O (-17.19, -21.53, -10.39)
H (-16.67, -20.85, -9.93)
H (-17.66, -22.04, -9.67)
O (-15.06, -21.60, -7.28)
H (-15.06, -20.94, -6.63)
H (-15.53, -22.33, -6.83)
O (-16.07, -23.69, -6.15)
H (-16.32, -23.20, -5.35)
H (-15.38, -24.31, -6.00)
O (-14.14, -22.97, -12.96)
H (-13.80, -23.82, -13.21)
H (-13.56, -22.64, -12.30)
O (-15.03, -22.94, -9.71)
H (-15.65, -22.43, -10.26)
H (-15.47, -22.82, -8.88)

(4)
The following is a quantum chemistry calculation of a cluster of 10 separate species, H20O10 in total, from OMol25.

Calculated values
SMILES: O.O.O.O.O.O.O.O.O.O
Energy relative to the best compared isomer or geometry (same formula, charge and spin), kJ/mol: 214.37
Gap between HOMO and LUMO, eV: 9.892
Net charge: 0

Positions of all 30 atoms, in Å:
O (1.07, 0.27, 2.83)
H (1.79, 0.80, 2.51)
H (0.86, -0.32, 2.10)
O (-1.79, -1.76, 0.52)
H (-1.83, -1.94, -0.42)
H (-2.67, -1.94, 0.84)
O (-1.76, 2.99, -0.99)
H (-1.65, 2.07, -1.23)
H (-1.83, 3.46, -1.82)
O (1.68, -2.82, -1.28)
H (2.37, -3.47, -1.13)
H (1.38, -2.59, -0.40)
O (-1.01, -2.53, -1.94)
H (-0.90, -3.13, -2.67)
H (-0.14, -2.46, -1.54)
O (0.76, -0.02, -0.18)
H (1.05, 0.89, -0.15)
H (-0.19, 0.04, -0.28)
O (2.13, 3.06, 2.26)
H (1.92, 2.94, 1.34)
H (1.53, 3.74, 2.56)
O (0.94, 3.01, -0.09)
H (-0.01, 3.12, 0.03)
H (1.10, 3.30, -0.99)
O (0.56, -2.45, 1.89)
H (-0.13, -1.97, 1.42)
H (0.16, -2.69, 2.72)
O (-1.73, 0.39, -1.69)
H (-1.44, -0.52, -1.71)
H (-2.19, 0.52, -2.51)

(5)
The following is a quantum chemistry calculation of a cluster of 10 separate species, H20O10 in total, from OMol25.

Calculated values
SMILES: O.O.O.O.O.O.O.O.O.O
Energy relative to the best compared isomer or geometry (same formula, charge and spin), kJ/mol: 264.53
Gap between HOMO and LUMO, eV: 10.353
Net charge: 0

Positions of all 30 atoms, in Å:
O (-2.86, -3.01, -1.60)
H (-2.19, -2.46, -1.19)
H (-2.86, -3.81, -1.07)
O (2.66, 1.96, -1.19)
H (3.51, 1.85, -1.61)
H (2.02, 1.69, -1.86)
O (-0.21, -3.12, 0.26)
H (0.06, -3.13, 1.19)
H (0.07, -3.98, -0.07)
O (0.46, 0.22, -0.43)
H (0.67, 0.84, 0.28)
H (-0.32, -0.25, -0.10)
O (-3.30, 0.24, -2.13)
H (-2.89, 0.55, -1.31)
H (-3.16, -0.72, -2.11)
O (2.52, 1.92, 1.78)
H (2.29, 0.99, 1.90)
H (2.92, 1.96, 0.89)
O (0.88, 4.14, 0.66)
H (0.95, 4.52, 1.54)
H (0.89, 3.18, 0.82)
O (-2.37, -1.06, 0.75)
H (-3.01, -0.96, 1.46)
H (-1.75, -1.73, 1.05)
O (-0.12, 0.76, 2.54)
H (-0.67, 0.36, 3.21)
H (0.18, 1.59, 2.93)
O (2.00, -0.94, -2.57)
H (1.18, -0.51, -2.27)
H (2.48, -1.08, -1.75)

(6)
The following is a quantum chemistry calculation of a cluster of 10 separate species, H20O10 in total at a distorted geometry, from OMol25.

Calculated values
SMILES: O.O.O.O.O.O.O.O.O.O
Energy relative to the best compared isomer or geometry (same formula, charge and spin), kJ/mol: 731.38
Gap between HOMO and LUMO, eV: 8.999
Net charge: 0

Positions of all 30 atoms, in Å:
O (3.28, -0.15, -0.08)
H (3.59, -1.08, -0.38)
H (2.44, -0.40, -0.03)
O (0.62, -0.64, 3.65)
H (1.02, -1.54, 3.63)
H (-0.07, -0.75, 2.88)
O (-2.39, -1.73, -0.72)
H (-2.41, -2.40, -1.41)
H (-1.68, -2.04, 0.04)
O (0.85, -0.73, -3.41)
H (0.33, -0.30, -2.75)
H (1.49, -0.19, -3.38)
O (0.73, 3.17, -0.49)
H (0.01, 2.51, -0.15)
H (0.77, 3.91, 0.06)
O (1.19, 2.37, 1.74)
H (1.19, 2.40, 0.71)
H (1.78, 1.56, 1.87)
O (-3.11, 0.29, -1.56)
H (-3.93, 0.32, -1.25)
H (-2.73, -0.55, -1.26)
O (-1.49, 1.48, 0.08)
H (-2.05, 1.72, 0.79)
H (-2.23, 1.11, -0.60)
O (0.22, -0.45, -0.62)
H (-0.37, 0.30, -0.18)
H (0.03, -1.17, 0.11)
O (0.87, -2.01, 0.69)
H (1.76, -2.47, 0.84)
H (0.29, -2.59, 1.18)

(7)
The following is a quantum chemistry calculation of a cluster of 10 separate species, H20O10 in total at a distorted geometry, from OMol25.

Calculated values
SMILES: O.O.O.O.O.O.O.O.O.O
Energy relative to the best compared isomer or geometry (same formula, charge and spin), kJ/mol: 800.63
Gap between HOMO and LUMO, eV: 7.925
Net charge: 0

Positions of all 30 atoms, in Å:
O (-0.39, -0.77, -1.03)
H (0.07, -0.16, -0.44)
H (-1.17, -1.04, -0.53)
O (1.57, -2.06, 0.24)
H (0.85, -2.60, 0.58)
H (2.33, -2.66, 0.24)
O (-3.14, 0.97, -0.05)
H (-3.77, 1.26, -0.71)
H (-3.39, 0.05, 0.13)
O (2.59, 0.00, -0.18)
H (3.28, 0.66, -0.25)
H (2.79, -0.63, -0.89)
O (-0.47, -2.95, -1.78)
H (-1.35, -3.32, -1.91)
H (-0.41, -2.24, -2.43)
O (0.16, 3.34, 0.74)
H (0.66, 2.53, 0.61)
H (0.45, 3.66, 1.60)
O (3.44, -1.23, 0.82)
H (4.34, -1.32, 0.50)
H (3.54, -0.79, 1.67)
O (0.15, 0.24, 2.68)
H (-0.38, -0.56, 2.74)
H (0.97, 0.00, 3.13)
O (1.76, 3.61, -2.17)
H (2.45, 2.99, -1.90)
H (1.06, 3.47, -1.53)
O (-6.19, -0.30, 0.35)
H (-5.35, -0.61, -0.01)
H (-6.43, 0.44, -0.22)

(8)
The following is a quantum chemistry calculation of a cluster of 10 separate species, H20O10 in total at a distorted geometry, from OMol25.

Calculated values
SMILES: O.O.O.O.O.O.O.O.O.O
Energy relative to the best compared isomer or geometry (same formula, charge and spin), kJ/mol: 512.28
Gap between HOMO and LUMO, eV: 9.676
Net charge: 0

Positions of all 30 atoms, in Å:
O (-0.67, -0.47, -0.68)
H (0.09, -1.06, -0.70)
H (-1.20, -0.78, 0.06)
O (-1.28, -2.50, 0.57)
H (-1.52, -3.02, 1.34)
H (-0.31, -2.45, 0.61)
O (-2.94, -3.28, -1.05)
H (-2.94, -2.32, -1.13)
H (-2.80, -3.44, -0.11)
O (-1.82, 3.75, 0.04)
H (-1.72, 4.67, -0.23)
H (-1.32, 3.69, 0.86)
O (3.27, 2.60, -0.35)
H (2.35, 2.61, -0.07)
H (3.22, 2.52, -1.31)
O (-0.98, 1.19, 0.58)
H (-1.12, 2.13, 0.39)
H (-0.09, 1.16, 0.95)
O (-4.03, 1.40, -0.53)
H (-3.11, 1.11, -0.56)
H (-4.00, 2.19, 0.02)
O (4.64, -0.45, 0.16)
H (4.46, -0.73, -0.75)
H (4.18, -1.10, 0.70)
O (1.37, -1.42, 3.93)
H (0.82, -0.85, 4.49)
H (0.98, -1.33, 3.05)
O (2.48, -1.30, -3.20)
H (2.21, -1.90, -3.91)
H (1.79, -0.62, -3.20)

| no. | M (g mol⁻¹) | LUMO energy (eV) | HOMO energy (eV) |
| --- | --- | --- | --- |
| 1 | 180.15 | -0.436 | -10.78 |
| 2 | 180.15 | -0.170 | -10.60 |
| 3 | 180.15 | -0.650 | -10.43 |
| 4 | 180.15 | 0.107 | -9.78 |
| 5 | 180.15 | -0.428 | -10.78 |
| 6 | 180.15 | -1.026 | -10.03 |
| 7 | 180.15 | -0.007 | -7.93 |
| 8 | 180.15 | -0.418 | -10.09 |